(1)
84
Properties=species:S:1:pos:R:3:forces:R:3:lowdin_charge:R:1 method="wB97M-V/def2-TZVPD" orbital_gap_ev=5.67 max_force_ev_per_a=2.8 e_above_lowest_kj_mol=154.4 total_charge=-1
Br -4.717758 -0.138967 1.622943 0.2 -0.7 -0.1 0.65
S -1.120470 -4.281503 -0.863086 0.6 -0.1 -0.2 0.16
P 0.017252 -2.682427 -1.087462 -2.6 0.9 0.3 0.30
O -4.651248 2.789286 4.395518 -0.3 0.0 -0.3 -0.08
O -1.134965 4.752000 1.841149 0.2 0.3 0.1 -0.06
O 2.386777 4.461589 1.250004 0.3 0.1 0.1 -0.04
O 3.269693 2.174587 -0.615737 0.2 0.2 -0.2 -0.06
O 3.804109 -2.467877 -2.045076 0.1 0.5 0.0 -0.06
O 4.313848 0.181345 -3.837626 -0.1 0.1 -0.1 -0.06
O -9.297063 0.516629 -2.669414 -0.1 0.2 -0.1 -0.05
O 4.013100 -2.555814 2.238974 0.1 -0.1 -0.1 -0.06
O -2.124503 1.780881 2.426078 -0.2 0.1 0.1 -0.10
O 6.639307 -4.087896 0.874076 -0.1 0.0 0.1 -0.06
O -2.058255 3.178249 5.645450 0.3 0.2 0.0 -0.04
O 6.387151 -3.208499 -3.488921 0.0 0.0 0.1 -0.06
O 3.594153 -5.086910 -1.244715 0.0 -0.2 0.3 -0.06
O 0.506564 2.554796 2.983473 0.4 0.3 0.0 -0.06
O 0.320236 -2.520521 -2.762507 0.8 -0.6 1.8 -0.26
O -1.132246 -0.469217 4.124277 -0.1 0.0 0.3 -0.05
O -6.400944 0.603250 -1.750954 0.0 0.4 0.0 -0.08
O -5.274929 -3.907246 -1.353993 -0.2 0.0 -0.1 -0.06
O 6.016848 2.057008 -2.061611 0.0 -0.1 -0.1 -0.05
O 1.441903 -3.017692 -0.245449 0.0 0.9 -1.3 -0.32
O 1.880281 5.514672 -1.624321 0.2 0.0 -0.1 -0.06
O -2.725235 2.199704 -2.131887 0.0 0.4 0.0 -0.06
N 1.558933 -0.304145 1.414543 -0.5 0.6 -0.3 0.08
C -0.029041 0.115716 -0.488675 0.3 0.1 0.8 -0.25
C -3.386106 -0.572720 -0.881586 -0.3 -0.5 -0.3 -0.30
C 1.343976 0.021363 0.194156 0.3 -0.4 -0.2 -0.27
C -0.890073 -1.200144 -0.478596 1.9 -0.2 -1.6 -0.39
C -3.754366 -1.394820 0.387750 -0.6 -0.4 -1.3 -0.50
C -2.032507 -0.967283 -1.537555 0.3 -0.3 0.4 -0.29
H -7.280925 0.977537 -1.882020 -0.1 -0.3 0.0 0.00
H -1.482286 3.052367 4.883142 0.0 0.0 -0.1 0.02
H 3.664449 2.217039 -1.494878 0.1 0.0 0.0 0.02
H 1.458125 4.734949 -1.996971 -0.1 0.0 0.0 0.03
H -0.605076 0.903109 0.061734 0.3 -0.4 -0.3 0.10
H 4.710294 -2.322193 1.615795 0.0 0.0 0.0 0.03
H 2.838967 5.191005 1.684368 0.0 0.1 0.0 0.06
H 6.355819 -4.060280 -3.044574 0.0 0.0 0.0 0.03
H -2.904541 -1.877982 0.897968 -0.3 0.7 -0.1 0.04
H 1.783224 4.117411 1.922808 -0.2 -0.2 -0.2 0.02
H -4.186483 3.557883 4.733778 0.2 -0.1 0.2 0.01
H 1.305825 2.409819 3.499491 0.0 -0.1 0.1 0.06
H -4.485195 -2.184175 0.074117 0.5 0.8 0.8 0.04
H -1.805403 2.474545 6.248756 -0.1 -0.1 0.0 0.04
H 5.496440 -2.851044 -3.371287 0.0 0.1 -0.1 0.01
H 3.559889 -5.938963 -0.800507 0.0 0.0 0.0 0.04
H -1.615674 -1.236777 3.801082 0.0 0.1 -0.2 0.05
H 3.719982 -0.131486 -3.145894 0.1 -0.3 0.0 0.01
H -2.149126 -1.869165 -2.176525 -0.3 0.4 0.5 0.07
H 4.787729 0.909763 -3.425436 0.0 0.1 0.1 -0.02
H -1.953534 4.630506 2.329799 -0.1 -0.2 -0.1 0.02
H 6.675603 1.934832 -2.753866 0.0 0.1 0.0 0.05
H 0.364971 -1.577414 -2.953800 0.0 0.2 0.0 0.04
H 2.340663 5.179544 -0.845987 -0.3 0.0 0.1 -0.01
H -0.593923 -0.814802 4.840943 0.1 0.0 0.0 0.04
H -0.498971 4.192218 2.306220 -0.2 -0.2 -0.1 -0.02
H -2.611448 1.007153 2.101928 0.0 0.2 0.0 -0.07
H 2.240927 0.227500 -0.423699 -0.7 -0.1 0.0 0.08
H -5.104071 -3.465639 -2.192025 0.1 0.1 0.1 0.04
H -3.431339 0.514325 -0.693166 0.3 -0.7 0.1 0.05
H -6.125301 0.942551 -0.890253 0.1 -0.2 0.0 0.00
H -2.469228 2.551465 -1.271434 0.1 0.0 0.0 0.04
H -5.596644 -4.775307 -1.611164 0.1 -0.1 0.1 0.03
H -9.138267 0.962877 -3.507188 0.0 0.0 0.0 0.04
H 2.704214 -4.724912 -1.130166 0.0 0.1 -0.2 0.02
H 0.560039 1.889016 2.276102 -0.2 -0.2 0.1 0.04
H -1.758888 -0.135366 -2.235641 -0.2 -0.5 0.4 0.09
H 7.462511 -4.438723 1.224592 0.1 0.0 0.0 0.03
H -1.585805 1.427085 3.144904 0.1 -0.2 -0.1 -0.01
H 3.231083 -2.668699 1.683051 -0.1 0.1 0.0 0.01
H 6.215843 1.365249 -1.420651 -0.1 0.0 0.1 0.06
H 0.129661 0.531670 -1.520800 0.0 -0.2 0.6 0.09
H 4.423978 -3.020510 -1.557265 -0.1 -0.1 0.1 0.02
H 3.309251 3.082595 -0.294828 -0.1 0.0 0.3 0.01
H -9.621042 -0.351534 -2.925006 0.1 -0.1 0.1 0.04
H -3.599566 2.571049 -2.286130 0.0 -0.1 0.0 0.04
H -4.002314 2.361249 3.820352 0.1 0.0 0.0 -0.01
H -4.190941 -0.764680 -1.628812 0.4 0.3 0.5 0.09
H 1.259860 -3.730138 0.375339 -0.5 -0.2 0.0 0.03
H 2.566969 -0.283990 1.589106 -0.1 -0.1 0.0 0.03
H 5.981801 -4.317555 1.541563 -0.1 0.0 -0.1 0.02
H 2.992059 -2.516421 -1.523351 0.0 -0.1 -0.1 -0.01

=====

(2)
85
Properties=species:S:1:pos:R:3:forces:R:3:lowdin_charge:R:1 method="wB97M-V/def2-TZVPD" orbital_gap_ev=8.96 max_force_ev_per_a=8.5 total_charge=0
O -6.023121 -5.098897 -1.989503 -0.1 0.1 -0.4 -0.06
O -4.770727 -2.031055 1.779565 0.3 0.0 0.0 -0.06
O 4.880404 -2.229972 -0.943392 -6.2 1.2 -5.6 0.00
O 4.849442 1.475655 1.558002 0.0 -0.5 0.2 -0.07
O 0.227413 -2.723529 2.393194 0.5 0.1 -0.4 -0.05
O 4.403485 -2.135594 -3.306085 -5.4 1.2 2.7 -0.08
O -0.451995 -3.401402 -4.665140 -0.1 -0.1 -0.2 -0.08
O -4.245833 4.486475 2.913513 -0.3 0.2 0.2 -0.06
O 5.701069 -2.418393 -3.252719 4.8 -0.8 -1.0 -0.07
O -2.210698 -3.039570 3.840048 -0.3 0.3 -0.1 -0.07
O 1.425269 -1.796253 -6.147501 -0.1 0.4 0.1 -0.06
O 2.225740 7.104960 1.439034 -0.3 1.0 -0.1 -0.08
O -2.373442 4.660627 0.150194 -0.1 -0.3 0.2 -0.07
O 0.632454 2.388517 0.807522 1.5 0.8 -1.3 -0.21
O -7.591233 -2.574882 1.925581 -0.2 0.1 0.4 -0.06
O -4.123768 -2.772679 -0.971083 0.2 -0.2 -0.3 -0.06
O 4.322111 2.854267 -4.179425 0.0 -0.3 -0.4 -0.05
O 0.136428 -3.831320 -1.835897 -0.3 0.1 0.4 -0.06
O -5.142368 -0.393023 5.543872 0.3 -0.1 -0.3 -0.07
O 3.003775 6.893978 4.226538 0.0 -0.4 0.3 -0.06
O 5.203223 -5.391273 -3.413771 -0.2 0.1 0.4 -0.06
O -5.421968 0.848612 2.589489 0.1 0.0 -0.2 -0.06
O 0.901918 -0.660076 -0.027156 2.0 -0.5 -1.7 -0.19
O 2.053084 3.907979 -2.786254 -0.3 0.5 -0.5 -0.08
O -0.598992 -5.380601 2.730316 0.2 -0.1 0.5 -0.07
N 2.444075 -1.881852 -1.599740 2.8 -0.6 -0.8 0.06
C 3.935929 -2.081435 -1.881508 3.8 -0.9 4.3 -0.21
C 0.721491 0.516618 -0.893552 -1.2 1.9 -0.2 -0.14
C 1.017416 3.740211 1.240309 1.4 1.1 1.3 -0.23
C 1.464852 1.891692 -0.298274 -0.2 -1.9 -1.3 -0.17
C 2.210110 -1.304096 -0.221435 1.1 -0.7 1.5 -0.20
C 2.546921 4.188143 0.855661 0.6 0.6 0.7 -0.12
H -5.133090 -2.925351 1.868539 -0.1 0.4 0.0 0.05
H 2.141436 7.787896 2.121346 0.1 -0.3 0.0 0.03
H 0.132153 -2.222943 1.568981 0.0 0.2 0.1 0.04
H 1.369801 4.542237 -3.050508 0.1 -0.2 0.2 0.05
H -5.200617 4.335202 2.846493 0.3 0.0 0.0 0.05
H 2.298407 -2.219685 0.539318 -0.5 2.2 -1.3 0.15
H -2.893981 -2.405313 3.575795 0.1 -0.3 0.0 0.02
H -2.878671 4.853521 0.954306 0.1 -0.1 -0.1 0.01
H -5.345486 -0.073216 2.300624 0.1 -0.2 0.0 0.00
H -0.206615 -3.367616 -1.057252 0.0 -0.2 -0.2 0.04
H -4.334142 -2.040484 0.914485 -0.1 0.0 0.0 0.02
H 3.101346 -0.586566 0.028016 -1.8 -1.2 -0.6 0.13
H 3.959749 1.959971 -4.090450 0.1 0.3 0.1 0.05
H 0.967939 3.729694 2.433255 0.0 -0.1 -2.6 0.13
H -0.815076 -5.743406 3.602479 0.0 0.1 -0.4 0.05
H 2.738399 4.006282 -3.464296 0.1 -0.2 0.2 0.01
H -2.157698 3.719278 0.229587 0.0 0.3 0.0 0.03
H -6.052899 -5.718554 -2.733948 0.1 0.1 0.3 0.05
H 1.779809 -1.685133 -5.252508 -0.1 -0.1 -0.2 0.04
H -0.449761 0.747618 -0.891750 2.6 -0.7 0.1 0.14
H -4.140279 4.943436 3.761514 0.0 -0.2 -0.3 0.05
H 2.770075 5.177202 1.485131 -0.7 -2.3 -1.7 0.06
H 1.917677 -2.787537 -1.748692 0.7 1.3 -0.1 0.11
H 1.535945 2.624010 -1.220735 -0.1 -1.4 2.2 0.11
H 4.987139 -5.754077 -2.541608 0.1 0.1 -0.3 0.04
H 1.906246 7.538405 0.633405 0.1 -0.2 0.2 0.05
H -0.660038 -4.129789 -2.300244 0.4 0.2 -0.1 0.04
H 0.737698 -1.116574 -6.212860 0.3 -0.1 0.0 0.05
H 2.689485 4.443523 -0.296780 -0.4 -0.6 2.5 0.08
H -7.807316 -2.937687 2.797744 0.0 0.1 -0.3 0.05
H 3.381358 3.417714 1.198183 -2.0 1.4 -0.9 0.07
H 5.305020 0.693976 1.210995 -0.1 0.3 0.1 0.04
H -6.612314 -4.378945 -2.260629 0.1 -0.2 0.2 0.05
H -0.547256 -2.900816 -5.489354 0.2 -0.3 0.3 0.03
H 2.544608 1.520244 0.043942 -2.2 1.2 -0.5 0.12
H 5.334867 -4.445666 -3.247775 0.1 -0.2 0.0 -0.01
H 1.070888 -3.188907 2.288158 -0.2 0.1 0.1 0.07
H 4.504498 1.184082 2.415356 0.1 0.1 -0.3 0.05
H -5.237630 0.107562 4.719660 0.0 0.0 0.1 0.00
H -7.459587 -1.629275 2.091578 0.0 -0.3 -0.1 0.04
H -1.525382 -2.941268 3.162008 -0.2 0.2 0.3 -0.02
H -4.846206 1.333556 1.979313 -0.2 -0.1 0.3 0.05
H -4.298894 -0.858403 5.438837 -0.3 0.2 0.1 0.03
H -4.486131 -3.666974 -0.882108 -0.1 0.1 -0.1 0.03
H 6.139163 -2.135238 -4.122310 -1.6 -0.2 1.5 0.18
H 1.007514 0.308824 -2.023721 -0.2 0.3 2.5 0.13
H 4.758697 2.844838 -5.044505 -0.1 0.1 0.3 0.05
H 0.391480 -3.866781 -4.770176 -0.3 0.2 0.0 0.04
H 3.459353 6.112298 3.879532 -0.2 0.3 0.0 0.04
H 2.658830 6.602404 5.083893 0.1 0.2 -0.3 0.04
H 0.301552 4.597697 0.889181 1.0 -1.9 0.3 0.11
H -0.467347 -4.434994 2.896313 -0.1 -0.4 -0.2 -0.03
H -3.687183 -2.782107 -1.836162 -0.2 0.1 0.3 0.05

=====

(3)
12
Properties=species:S:1:pos:R:3:forces:R:3:nbo_charge:R:1 method="wB97M-V/def2-TZVPD" orbital_gap_ev=10.34 max_force_ev_per_a=7.4 e_above_lowest_kj_mol=492.2 smiles=C#CC(C)(Br)C#C total_charge=0
Br -1.122145 0.862970 -2.426196 0.4 -0.3 0.9 -0.01
C -2.068934 -1.905051 0.016290 -2.7 -5.1 1.6 -0.23
C 2.208532 -0.552679 -1.505398 1.2 -0.8 -0.2 -0.18
C -0.248892 0.033747 -0.751301 -1.6 -1.0 0.2 -0.11
C -1.287376 -1.107894 -0.322837 5.0 5.1 -2.0 -0.02
C 1.088528 -0.375513 -1.179533 -2.7 0.0 0.6 -0.04
C -0.077840 1.133144 0.370581 4.1 -3.0 -1.4 -0.59
H 0.972565 1.637121 0.155398 -2.3 -1.1 1.1 0.24
H 3.147927 -0.955422 -1.722330 0.8 0.1 -0.3 0.24
H -0.810051 1.764759 0.168597 -3.3 3.2 -0.2 0.22
H -0.247101 0.560224 1.281269 0.6 0.6 0.4 0.23
H -2.521859 -2.901549 0.306855 0.4 2.2 -0.5 0.26

=====

(4)
19
Properties=species:S:1:pos:R:3:forces:R:3:nbo_charge:R:1 method="wB97M-V/def2-TZVPD" orbital_gap_ev=9.28 max_force_ev_per_a=0.8 e_above_lowest_kj_mol=0.0 smiles="C=C(Br)/C(=C(/C)C(F)(F)F)S(=O)(=O)Cl" total_charge=0
Br -1.466469 2.724071 -0.435861 0.3 0.5 0.0 0.09
Cl -3.064639 -0.052365 1.126873 -0.1 0.0 0.1 -0.20
S -2.042765 -0.508793 -0.564880 0.0 -0.6 -0.6 2.11
F 2.585564 -0.141781 -0.245890 0.0 -0.2 -0.2 -0.32
F 1.807747 1.456805 0.963156 -0.2 0.1 0.1 -0.31
F 2.432358 -0.374560 1.880004 -0.1 -0.2 0.3 -0.31
O -1.969131 -1.930237 -0.630095 0.1 -0.2 0.2 -0.90
O -2.642166 0.191187 -1.647131 0.0 0.2 0.1 -0.88
C -0.211955 1.403366 -0.982352 0.2 0.7 -0.5 -0.11
C 0.083602 -1.682098 1.377368 0.0 -0.3 0.2 -0.66
C -0.400202 0.172595 -0.236451 -0.6 -0.4 0.2 -0.33
C 0.408102 -0.444451 0.621462 0.2 0.2 -0.1 0.01
C 1.805861 0.127568 0.816208 0.2 0.4 -0.2 0.96
C 0.644546 1.630190 -1.964913 -0.2 -0.1 0.2 -0.34
H 0.646275 -1.723221 2.307608 -0.1 0.0 0.0 0.24
H 0.674562 2.577834 -2.472862 0.0 0.2 0.0 0.23
H 1.340824 0.872061 -2.281232 0.0 -0.2 0.0 0.22
H -0.979537 -1.741632 1.588610 0.1 -0.1 0.1 0.25
H 0.347424 -2.556539 0.780378 0.0 0.0 0.0 0.26